# C6H11N

An isolated molecule of C6H11N (wB97M-V/def2-TZVPD, the OMol25 dataset).

Calculated values
Maximum force, eV Å⁻¹: 2.30
Energy above the lowest of the compared OMol25 structures with the same formula, charge and spin, kcal per mole: 43.2
Calculated total energy, eV: -7888.6591
HOMO energy, eV: -7.563

The geometry in ORCA input format:
```
! wB97M-V def2-TZVPD RIJCOSX def2/J DEFGRID3
* xyz 0 1
C -2.001 -0.604 2.351
C -1.042 -0.702 1.186
C -0.841 0.185 0.219
C 0.451 0.153 -0.532
C 0.799 -1.099 -1.276
C 0.975 1.347 -0.807
N 2.045 1.534 -1.703
H -1.940 0.429 2.711
H -3.039 -0.825 2.148
H -1.655 -1.191 3.200
H -0.149 -1.248 1.491
H -1.361 1.140 0.244
H 1.316 -1.779 -0.596
H -0.073 -1.615 -1.677
H 1.452 -0.941 -2.131
H 0.531 2.287 -0.508
H 2.620 0.730 -1.877
H 1.910 2.199 -2.444
*
```